DFT (ωB97M-V/def2-TZVPD) results for a cluster of 14 separate species, C48H61Br18N5O10 in total in a non-equilibrium geometry.

As for the orbital gap: 8.869 eV. Its HOMO energy is -0.35703 Ha. Its lowest unoccupied orbital energy is -0.8 eV.

Last column: Mulliken charge in e.
Element x y z (Å)
1 Br -3.955 -5.883 1.343  -0.185
2 C -2.281 -6.852 0.912  -0.815
3 C -1.184 -5.908 0.592  0.178
4 Br -1.359 -4.660 -0.846  0.009
5 H -2.501 -7.659 0.204  0.454
6 H -2.038 -7.373 1.819  0.435
7 H -0.325 -6.545 0.306  0.212
8 H -0.981 -5.316 1.497  -0.232
9 Br 7.475 1.597 1.239  -0.172
10 C 6.165 0.938 -0.061  -0.194
11 C 6.361 -0.458 -0.605  -0.119
12 Br 5.420 -0.763 -2.273  -0.171
13 H 6.203 1.623 -0.914  0.297
14 H 5.121 1.074 0.361  -0.012
15 H 5.876 -1.230 -0.011  -0.062
16 H 7.473 -0.715 -0.623  0.383
17 Br -4.201 0.172 4.436  -0.183
18 C -4.969 -0.312 2.674  -0.377
19 C -4.073 -1.354 1.988  -0.209
20 Br -4.727 -1.740 0.218  -0.105
21 H -4.937 0.559 1.965  0.200
22 H -5.971 -0.690 2.765  0.469
23 H -4.050 -2.337 2.435  0.227
24 H -2.987 -1.011 1.927  -0.041
25 Br 5.141 4.525 -3.078  -0.145
26 C 3.556 3.803 -2.123  -0.189
27 C 3.483 4.523 -0.794  -0.678
28 Br 2.144 3.865 0.404  -0.116
29 H 3.882 2.784 -2.004  0.264
30 H 2.640 3.747 -2.732  -0.004
31 H 3.277 5.561 -0.842  0.393
32 H 4.503 4.366 -0.416  0.499
33 Br 6.314 2.254 6.201  -0.146
34 C 4.868 2.121 4.936  -0.467
35 C 5.025 0.863 4.190  -0.516
36 Br 3.663 0.716 2.789  -0.002
37 H 4.921 2.962 4.242  0.361
38 H 3.934 2.141 5.463  0.229
39 H 5.029 -0.017 4.870  0.405
40 H 5.896 0.872 3.564  0.184
41 Br 5.741 -4.366 0.794  -0.205
42 C 4.154 -4.087 1.972  -0.310
43 C 3.474 -5.415 2.145  -0.470
44 Br 2.020 -5.197 3.468  -0.125
45 H 3.475 -3.383 1.518  -0.023
46 H 4.563 -3.762 2.951  0.550
47 H 4.084 -6.195 2.608  0.430
48 H 3.009 -5.918 1.306  0.191
49 Br 1.631 -7.516 -1.738  -0.183
50 C 2.083 -5.723 -2.171  -0.466
51 C 2.725 -4.842 -1.104  0.099
52 Br 2.953 -3.008 -1.865  -0.047
53 H 1.197 -5.199 -2.513  0.209
54 H 2.798 -5.809 -3.057  0.377
55 H 3.787 -5.123 -0.895  0.112
56 H 2.097 -4.705 -0.254  -0.138
57 Br -2.224 -5.770 -6.255  -0.179
58 C -3.791 -5.285 -5.110  -0.569
59 C -3.304 -4.897 -3.766  -0.806
60 Br -2.372 -3.185 -3.702  -0.020
61 H -4.435 -6.191 -5.128  0.384
62 H -4.350 -4.492 -5.638  0.348
63 H -2.623 -5.648 -3.379  0.418
64 H -4.125 -4.509 -3.168  0.417
65 Br 0.781 -1.629 1.231  -0.003
66 C -0.049 -0.802 -0.376  -0.417
67 C 0.675 0.450 -0.761  -0.246
68 Br 0.128 1.232 -2.456  -0.050
69 H -1.060 -0.541 -0.062  0.259
70 H -0.039 -1.578 -1.151  0.447
71 H 1.749 0.275 -0.915  0.434
72 H 0.607 1.186 0.004  -0.342
73 C 1.333 7.199 -3.040  -0.755
74 C 0.775 7.913 -2.041  -0.558
75 C -0.254 7.363 -1.245  -0.496
76 C -0.488 6.019 -1.333  -0.251
77 C 0.228 5.179 -2.256  -0.019
78 C 1.053 5.826 -3.155  -0.459
79 N -1.476 5.357 -0.441  1.141
80 O -1.602 4.139 -0.414  -0.454
81 O -2.257 6.099 0.214  -0.639
82 H 2.026 7.606 -3.739  0.444
83 H 1.292 8.774 -1.783  0.453
84 H -0.934 7.983 -0.644  0.451
85 H 0.010 4.167 -2.204  0.689
86 H 1.568 5.268 -3.894  0.377
87 C -6.729 3.040 -0.259  -0.606
88 C -6.124 4.264 -0.333  -0.517
89 C -5.064 4.519 -1.191  -0.216
90 C -4.727 3.496 -2.020  0.248
91 C -5.311 2.216 -1.965  -0.767
92 C -6.320 1.997 -1.076  -0.495
93 N -3.625 3.712 -2.987  1.141
94 O -3.029 2.717 -3.309  -0.557
95 O -3.305 4.798 -3.318  -0.645
96 H -7.586 2.856 0.378  0.415
97 H -6.451 5.129 0.267  0.370
98 H -4.740 5.525 -1.361  0.522
99 H -4.970 1.520 -2.669  0.601
100 H -6.698 0.999 -0.910  0.501
101 C -0.543 -0.571 -6.062  -0.593
102 C 0.782 -0.508 -5.662  -0.659
103 C 1.443 0.741 -5.753  -0.308
104 C 0.791 1.847 -6.137  0.251
105 C -0.480 1.833 -6.670  -0.583
106 C -1.172 0.597 -6.617  -0.678
107 N 1.542 3.092 -6.293  1.130
108 O 1.076 3.960 -7.021  -0.638
109 O 2.593 3.151 -5.729  -0.623
110 H -1.055 -1.519 -6.078  0.636
111 H 1.330 -1.377 -5.420  0.556
112 H 2.506 0.830 -5.597  0.444
113 H -0.908 2.629 -7.263  0.519
114 H -2.141 0.474 -6.991  0.512
115 C -2.230 3.381 2.137  -1.043
116 C -2.206 3.848 3.450  -0.638
117 C -1.261 3.541 4.392  -0.729
118 C -0.346 2.572 4.065  -0.166
119 C -0.255 2.034 2.763  0.421
120 C -1.168 2.455 1.793  0.027
121 N 0.677 2.035 5.015  1.144
122 O 1.082 0.923 4.775  -0.493
123 O 0.881 2.623 6.059  -0.662
124 H -2.944 3.699 1.406  0.852
125 H -3.039 4.560 3.699  0.328
126 H -1.333 3.869 5.453  0.411
127 H 0.465 1.255 2.636  0.389
128 H -1.144 1.994 0.793  0.193
129 C -1.309 -2.705 4.371  -0.444
130 C -0.567 -2.481 5.507  -0.598
131 C -0.277 -3.503 6.368  -0.442
132 C -0.761 -4.798 6.053  0.032
133 C -1.505 -5.059 4.909  -0.463
134 C -1.846 -3.968 4.076  -0.162
135 N -0.483 -5.919 6.962  1.050
136 O 0.441 -5.838 7.721  -0.610
137 O -1.249 -6.860 6.832  -0.604
138 H -1.358 -2.012 3.611  0.995
139 H -0.158 -1.430 5.646  0.171
140 H 0.373 -3.378 7.192  0.512
141 H -1.658 -6.085 4.619  0.420
142 H -2.373 -4.225 3.167  0.085

DFT (ωB97M-V/def2-TZVPD) results for a structure of composition C48H61Cl2O6Sc in a non-equilibrium geometry.

As for the net charge: -2. As for the orbital gap (alpha / beta): 3.762 / 3.761 eV. Its HOMO energy (alpha / beta) is 0.00268 / 0.00274 Ha. Its lowest unoccupied orbital energy (alpha / beta) is 3.8 / 3.8 eV.

Last column: Mulliken charge in e.
Element x y z (Å)
1 Sc -3.862 0.882 1.394  0.073
2 C 3.852 -2.510 -5.636  -0.815
3 O -3.965 0.104 -0.698  -1.202
4 C -2.974 -0.206 -1.483  0.211
5 C -2.193 -1.533 -1.327  2.210
6 C -2.875 -2.703 -0.692  -1.773
7 C -2.192 -3.088 0.556  0.016
8 C -1.439 -4.263 0.655  0.057
9 C -0.503 -4.581 1.658  0.118
10 C -0.382 -3.653 2.661  -0.053
11 C -1.153 -2.502 2.750  -0.256
12 C -1.104 -1.516 3.860  -1.205
13 C -0.272 -0.328 3.546  1.542
14 C 1.092 -0.549 3.461  0.104
15 C 2.013 0.349 2.906  -0.606
16 C 1.441 1.535 2.585  -0.997
17 C 0.172 1.917 2.967  0.907
18 C -0.230 3.308 2.456  -2.004
19 C -0.376 3.485 0.914  0.497
20 C 0.535 4.295 0.329  -0.471
21 C 0.625 4.395 -1.122  0.069
22 C -0.262 3.603 -1.896  -0.402
23 C -1.355 2.857 -1.313  -0.499
24 C -2.499 2.234 -2.029  -1.675
25 C -2.353 0.787 -2.305  1.271
26 C -1.269 0.361 -3.130  0.174
27 C -0.957 -0.954 -3.508  -0.854
28 C -1.688 -1.872 -2.653  -1.932
29 C -0.191 -1.467 -4.773  2.298
30 C -1.170 -2.132 -5.874  -1.497
31 C 0.587 -2.587 -4.343  -1.712
32 C 0.899 -0.594 -5.361  -1.677
33 C -1.314 2.670 0.092  0.354
34 O -2.110 1.809 0.831  0.703
35 C 1.682 5.156 -1.983  2.089
36 C 2.601 6.010 -1.049  -2.058
37 C 1.060 6.210 -2.977  -1.651
38 C 2.656 4.249 -2.861  -1.493
39 C -0.698 1.014 3.550  -0.482
40 O -1.997 1.432 3.756  0.290
41 C -2.285 1.729 5.122  -1.092
42 C 3.477 0.142 2.515  2.172
43 C 4.349 1.131 3.323  -1.850
44 C 3.467 0.360 0.960  -1.761
45 C 3.904 -1.327 2.775  -1.829
46 C -2.097 -2.150 1.651  0.123
47 O -2.816 -1.063 1.679  -0.256
48 C 0.539 -5.776 1.640  1.979
49 C 0.423 -6.384 3.106  -1.558
50 C 1.975 -5.297 1.419  -1.593
51 C 0.111 -6.836 0.593  -1.876
52 H 2.797 -2.576 -5.942  0.022
53 H 4.404 -1.842 -6.392  0.251
54 H 4.016 -3.528 -5.864  0.366
55 H -2.653 -3.513 -1.381  0.521
56 H -3.907 -2.498 -0.590  0.306
57 H -1.567 -4.986 -0.185  0.111
58 H 0.464 -3.671 3.384  -0.186
59 H -0.756 -1.985 4.778  0.718
60 H -2.163 -1.189 4.015  0.191
61 H 1.423 -1.546 3.802  0.079
62 H 2.003 2.290 2.004  0.241
63 H 0.545 3.972 2.842  0.443
64 H -1.247 3.582 2.794  0.249
65 H 1.215 4.999 0.814  0.379
66 H -0.407 3.705 -2.984  0.204
67 H -2.388 2.480 -3.086  0.628
68 H -3.571 2.586 -1.670  0.034
69 H -0.672 1.167 -3.566  0.241
70 H -1.416 -2.915 -2.820  0.262
71 H -2.163 -2.264 -5.423  0.380
72 H -0.747 -3.003 -6.313  0.297
73 H -1.397 -1.446 -6.698  0.387
74 H 4.096 -2.233 -4.466  0.170
75 H 0.925 -3.180 -5.243  0.301
76 H 1.173 -2.598 -3.450  0.248
77 H 0.664 0.470 -5.368  0.503
78 H 0.943 -0.942 -6.403  0.465
79 H 1.915 -0.931 -5.071  0.008
80 H 2.156 6.881 -0.523  0.348
81 H 3.325 6.426 -1.820  0.495
82 H 3.277 5.501 -0.385  0.364
83 H 0.523 7.043 -2.478  0.352
84 H 0.450 5.837 -3.808  0.294
85 H 1.883 6.729 -3.461  0.480
86 H 3.025 3.366 -2.336  0.282
87 H 3.450 4.845 -3.300  0.440
88 H 2.044 3.814 -3.682  0.329
89 H -3.344 1.803 5.235  0.230
90 H -1.798 2.703 5.382  0.272
91 H -1.905 0.917 5.782  0.300
92 H 4.224 2.145 3.078  0.366
93 H 5.379 0.810 3.272  0.445
94 H 4.086 1.017 4.383  0.378
95 H 3.256 1.387 0.633  0.415
96 H 2.780 -0.314 0.475  0.416
97 H 4.497 0.208 0.560  0.381
98 H 3.760 -1.649 3.805  0.442
99 H 4.993 -1.576 2.618  0.372
100 H 3.415 -2.011 2.054  0.245
101 H 1.011 -5.736 3.796  0.337
102 H 0.934 -7.308 3.251  0.477
103 H -0.638 -6.336 3.482  0.287
104 H 2.295 -4.685 2.268  0.291
105 H 2.089 -4.622 0.549  0.302
106 H 2.751 -6.031 1.376  0.517
107 H -0.966 -6.879 0.529  0.433
108 H 0.477 -7.798 0.984  0.414
109 H 0.543 -6.587 -0.374  0.340
110 H -1.193 -1.298 -0.691  -0.127
111 Cl -7.776 4.144 3.498  -0.228
112 C -6.092 4.302 2.743  0.408
113 Cl -6.156 5.712 1.765  -0.176
114 C -5.954 3.094 1.760  0.276
115 O -6.718 2.870 0.822  -0.606
116 O -4.837 2.360 2.126  -0.613
117 H -5.283 4.378 3.548  0.217
118 H -4.380 -0.020 2.872  -0.142

DFT (ωB97M-V/def2-TZVPD) results for a structure of composition C48H62As3ClCsF3N6O4P in a non-equilibrium geometry.

As for the net charge: -1. The energy above the lowest of the compared OMol25 structures with the same formula, charge and spin comes out at 65.71 kcal/mol. As for the orbital gap: 4.081 eV. Its HOMO energy is -0.09624 Ha. Its lowest unoccupied orbital energy is 1.5 eV.

Last column: Mulliken charge in e.
Element x y z (Å)
1 Cs -0.582 -0.205 0.364  3.392
2 Cl 8.034 -1.241 -3.002  -0.258
3 C 6.388 -0.832 -2.651  0.052
4 C 5.455 -0.765 -3.677  -0.840
5 C 4.136 -0.490 -3.359  -0.803
6 C 3.729 -0.278 -2.044  1.167
7 O 2.445 -0.135 -1.718  0.242
8 C 4.701 -0.273 -1.014  0.790
9 C 4.432 0.064 0.355  -1.039
10 N 3.351 0.559 0.841  0.266
11 C 3.381 1.106 2.092  -0.048
12 C 4.506 1.815 2.514  -0.399
13 C 4.577 2.440 3.751  -0.834
14 C 3.510 2.393 4.614  -0.863
15 C 2.331 1.731 4.225  0.975
16 C 1.196 1.698 5.061  -0.851
17 C 0.052 1.084 4.622  -1.583
18 C 0.072 0.469 3.362  -0.446
19 N 1.121 0.440 2.577  0.926
20 C 2.241 1.074 2.959  -0.264
21 C 6.027 -0.585 -1.346  -1.099
22 H 5.742 -0.940 -4.701  0.458
23 H 3.395 -0.451 -4.145  0.402
24 H 5.296 -0.102 1.017  0.493
25 H 5.336 1.905 1.828  0.603
26 H 5.479 2.971 4.022  0.391
27 H 3.552 2.876 5.580  0.383
28 H 1.243 2.169 6.036  0.383
29 H -0.839 1.046 5.235  0.568
30 H -0.818 -0.015 2.976  0.698
31 H 6.768 -0.629 -0.560  0.436
32 C 1.899 -3.624 -2.458  -1.493
33 As 0.883 -2.820 -0.952  1.053
34 C 2.473 -2.796 0.226  -0.667
35 C -0.116 -4.438 -0.368  -3.756
36 C 0.270 -5.408 0.754  4.131
37 C 1.481 -6.241 0.332  -1.857
38 C 0.525 -4.676 2.075  -1.896
39 As -0.237 -2.856 2.319  1.432
40 C -2.055 -3.365 2.870  -1.558
41 C 0.449 -2.769 4.170  -1.588
42 C -0.936 -6.351 0.909  -1.479
43 As -0.891 -8.089 1.925  0.236
44 C 0.644 -8.058 3.198  -1.108
45 C -2.206 -7.553 3.306  -1.142
46 H 2.345 -4.575 -2.158  0.414
47 H 2.698 -2.946 -2.769  0.326
48 H 1.240 -3.798 -3.307  0.267
49 H 2.995 -3.749 0.286  0.426
50 H 2.211 -2.463 1.230  -0.176
51 H 3.167 -2.069 -0.181  -0.160
52 H -0.238 -5.023 -1.280  1.152
53 H -1.109 -4.039 -0.119  0.210
54 H 2.340 -5.609 0.124  0.381
55 H 1.239 -6.804 -0.570  0.333
56 H 1.774 -6.944 1.113  0.303
57 H 1.604 -4.569 2.239  0.424
58 H 0.137 -5.276 2.902  0.160
59 H -2.078 -4.338 3.365  0.217
60 H -2.732 -3.377 2.015  0.293
61 H -2.418 -2.619 3.577  0.454
62 H 0.205 -3.686 4.712  0.447
63 H 0.010 -1.926 4.701  0.378
64 H 1.532 -2.640 4.173  0.326
65 H -1.241 -6.662 -0.099  0.585
66 H -1.775 -5.782 1.318  0.373
67 H 1.536 -8.488 2.744  0.358
68 H 0.368 -8.688 4.044  0.415
69 H 0.885 -7.067 3.571  0.276
70 H -3.162 -7.293 2.851  0.331
71 H -1.841 -6.693 3.868  0.268
72 H -2.374 -8.374 4.004  0.435
73 C -4.816 5.618 3.076  -1.706
74 C -5.680 4.361 3.161  0.457
75 C -6.185 4.180 4.593  -1.024
76 C -7.034 2.920 4.682  -1.087
77 C -6.207 1.745 4.251  1.088
78 C -6.435 0.493 4.777  -0.913
79 C -5.672 -0.585 4.346  0.030
80 F -5.916 -1.803 4.887  -0.371
81 C -4.697 -0.436 3.396  -0.558
82 C -4.440 0.827 2.859  1.077
83 C -3.368 0.932 1.846  0.982
84 O -2.670 -0.051 1.594  -1.231
85 C -3.285 2.239 1.248  -0.242
86 C -4.063 3.244 1.713  -0.770
87 N -4.944 3.169 2.741  0.368
88 C -5.196 1.934 3.288  -1.243
89 C -2.402 2.645 0.033  -0.296
90 O -2.531 3.813 -0.335  -0.827
91 O -1.659 1.768 -0.445  -0.265
92 H -5.324 6.438 3.579  0.430
93 H -4.638 5.918 2.048  0.519
94 H -3.856 5.448 3.558  0.375
95 H -6.552 4.479 2.498  0.107
96 H -6.768 5.055 4.884  0.397
97 H -5.333 4.094 5.273  0.317
98 H -7.905 3.017 4.024  0.330
99 H -7.397 2.768 5.700  0.431
100 H -7.206 0.337 5.517  0.510
101 H -4.122 -1.273 3.032  0.601
102 H -3.966 4.190 1.200  0.638
103 F -1.218 -4.409 -3.213  -0.353
104 C -1.521 -3.148 -2.682  -0.110
105 F -1.907 -2.425 -3.810  -0.323
106 H -2.458 -3.289 -2.107  -0.105
107 C 0.139 0.002 -4.963  -1.087
108 N 0.619 0.461 -3.661  0.097
109 C 1.008 1.870 -3.749  -0.981
110 N -0.029 2.733 -4.278  0.127
111 C -0.470 2.200 -5.558  -1.019
112 N -0.926 0.826 -5.503  0.045
113 C -2.140 0.703 -4.708  -0.769
114 P -1.993 1.251 -2.896  -0.057
115 C -0.419 0.286 -2.644  0.701
116 C -1.132 2.857 -3.336  -0.936
117 H -0.221 -1.023 -4.857  0.480
118 H 0.981 0.020 -5.672  0.164
119 H 1.878 -0.128 -2.527  0.057
120 H 1.890 1.940 -4.402  0.197
121 H 1.269 2.218 -2.745  0.321
122 H 0.377 2.242 -6.254  0.309
123 H -1.278 2.825 -5.949  0.388
124 H -2.445 -0.345 -4.718  0.389
125 H -2.927 1.285 -5.201  0.458
126 H -0.680 -0.775 -2.589  0.132
127 H -0.013 0.594 -1.680  -0.973
128 H -0.773 3.296 -2.402  0.515
129 H -1.877 3.540 -3.760  0.384

no.,DFT total energy (eV)
1,-1339441.519
2,-108792.042
3,-280938.944